[1]
# C18H21N3O4S

One molecule with the formula C18H21N3O4S in a non-equilibrium geometry (ωB97M-V with the def2-TZVPD basis set, OMol25).

```
47
Properties=species:S:1:pos:R:3:forces:R:3:nbo_charge:R:1
C 0.23882 1.31178 5.30947 -0.09 0.23 0.21 -0.647
C 0.53459 0.19863 4.36450 0.27 -0.20 0.09 0.113
C -0.19272 0.09572 3.18313 0.06 -0.18 -0.12 -0.200
C 0.04042 -0.90585 2.25122 0.04 -0.02 0.33 -0.096
C -0.81460 -0.92020 1.02200 0.18 -0.12 0.00 0.664
O -1.98065 -0.57892 1.04324 -0.19 0.09 0.11 -0.615
N -0.17597 -1.30541 -0.10588 0.20 -0.03 -0.18 -0.609
C -0.82115 -1.34279 -1.39401 0.08 -0.09 -0.30 -0.255
C -0.03700 -0.56143 -2.47602 -0.16 -0.06 0.05 -0.067
C -0.55093 -0.93315 -3.84034 -0.25 -0.28 -0.09 -0.188
C 0.15660 -0.94585 -5.00276 -0.08 -0.04 0.27 -0.244
C -0.62538 -1.28535 -6.12919 -0.13 -0.04 -0.11 -0.251
C -1.92074 -1.52398 -5.80866 -0.23 0.02 0.26 -0.414
S -2.21293 -1.33657 -4.12558 0.49 -0.04 -0.33 0.422
N -0.01367 0.87673 -2.37831 0.15 0.05 0.34 -0.463
C 1.04588 1.55724 -1.67294 -0.11 0.21 0.32 -0.231
C 0.61183 2.06304 -0.28928 0.34 -0.13 -0.11 -0.081
O -0.54325 2.86184 -0.38419 -0.01 0.17 -0.05 -0.528
C -1.61458 2.13522 -0.95943 -0.14 -0.13 -0.28 -0.099
C -1.24877 1.63171 -2.36246 -0.03 0.22 0.24 -0.252
C 1.02213 -1.86362 2.49801 -0.19 0.23 -0.03 -0.212
C 1.75708 -1.78757 3.65979 0.19 0.04 0.29 -0.171
C 1.52487 -0.76868 4.58242 -0.77 -0.17 -1.22 -0.007
N 2.35375 -0.77413 5.76160 0.50 -0.09 0.43 0.525
O 3.37736 -1.42648 5.71466 0.24 -0.09 0.07 -0.381
O 1.99523 -0.14121 6.73113 -0.12 0.11 0.23 -0.371
H 1.14879 1.82526 5.61458 -0.05 0.06 0.02 0.237
H -0.21830 0.92181 6.21799 0.00 0.07 0.02 0.243
H -0.44002 2.02476 4.84936 -0.04 0.03 -0.06 0.216
H -0.97120 0.81414 2.97235 -0.06 0.08 0.01 0.239
H 0.79951 -1.55576 -0.06834 -0.07 0.09 0.13 0.397
H -1.82379 -0.93049 -1.26444 0.04 -0.07 -0.04 0.240
H -0.91308 -2.38374 -1.72705 -0.08 0.11 0.03 0.206
H 1.01222 -0.88568 -2.42774 -0.12 0.00 -0.03 0.207
H 1.20671 -0.72048 -5.05318 0.22 0.07 0.05 0.221
H -0.23567 -1.35051 -7.12896 0.03 -0.03 -0.19 0.225
H -2.73127 -1.80062 -6.45270 -0.14 -0.05 -0.19 0.237
H 1.91388 0.90265 -1.57780 0.04 0.00 -0.02 0.196
H 1.33248 2.43153 -2.27336 0.11 0.00 0.11 0.192
H 1.38747 2.69805 0.14416 0.01 -0.07 0.01 0.191
H 0.42501 1.21503 0.38755 0.07 0.12 -0.09 0.152
H -2.45199 2.83237 -1.01405 -0.02 -0.07 -0.02 0.193
H -1.88942 1.29846 -0.30442 0.00 0.05 -0.06 0.186
H -2.06037 1.02421 -2.76149 -0.04 0.08 -0.05 0.212
H -1.11040 2.50265 -3.01720 -0.15 -0.03 0.01 0.196
H 1.19127 -2.67807 1.80998 0.02 -0.08 -0.05 0.219
H 2.52194 -2.51629 3.88260 -0.01 0.00 -0.01 0.251
```
Positions in Å, forces in eV/Å.

The value obtained for the gap between HOMO and LUMO is 7.3 eV. For the HOMO energy, the calculation gives -8.078 eV. As for the largest force on an atom: 1.45 eV Å⁻¹. The value obtained for the energy above the lowest of the compared OMol25 structures with the same formula, charge and spin is 112.2 kcal/mol. The calculated total energy comes out at -1561.82349 a.u. The value obtained for the lowest unoccupied orbital energy is -0.74 eV.

[2]
# C27H33BrIN6O4PV

C27H33BrIN6O4PV as an isolated structure in a non-equilibrium geometry (ωB97M-V with the def2-TZVPD basis set, OMol25).

```
74
Properties=species:S:1:pos:R:3:forces:R:3:lowdin_spin:R:1
V -0.09019 -0.06677 -0.29501 0.92 -0.28 0.98 1.937
C -5.15286 3.41925 1.13263 0.28 -0.21 -0.08 0.000
C -4.63999 2.09570 0.60381 -1.06 0.12 0.21 0.000
O -3.21774 2.21558 0.32027 0.84 -0.60 0.10 0.005
P -2.11257 1.09956 0.50018 -1.29 1.73 0.63 0.009
O -1.46077 1.13695 -1.07218 0.47 -0.19 0.04 0.024
C -2.24315 1.03084 -2.27677 -0.78 0.27 -1.43 0.006
C -2.32877 2.38835 -2.96157 0.13 -0.26 0.30 0.001
O -0.82644 1.86011 1.11171 -0.32 -0.88 0.04 0.002
C -0.75742 3.31508 1.26295 0.33 1.01 0.11 0.000
C -1.28380 3.70861 2.62824 0.09 -0.33 -0.21 0.000
H -6.23768 3.38464 1.18885 -0.08 -0.04 0.03 0.000
H -4.87701 4.22899 0.46410 0.00 0.10 -0.11 0.000
H -4.76136 3.63310 2.12262 0.02 0.01 0.11 0.000
H -5.13939 1.84716 -0.33629 0.18 -0.06 0.08 0.000
H -4.80476 1.29335 1.32730 0.09 -0.01 -0.09 0.000
H -3.25083 0.66936 -2.03485 0.29 -0.08 0.09 0.001
H -1.74352 0.29550 -2.92139 -0.16 0.10 0.22 0.000
H -2.81790 3.11745 -2.31915 -0.05 0.02 0.03 0.000
H -2.90916 2.29133 -3.87452 -0.06 -0.03 -0.10 0.000
H -1.34111 2.76105 -3.22709 0.05 -0.01 -0.05 0.000
H -1.33512 3.78897 0.46535 0.14 -0.16 0.02 0.000
H 0.29744 3.57509 1.15255 -0.13 -0.08 -0.06 0.000
H -2.29836 3.34018 2.75807 -0.11 0.04 0.06 0.000
H -1.29966 4.79068 2.72205 0.04 0.11 -0.04 0.000
H -0.65804 3.29940 3.41727 0.02 0.00 0.07 0.000
C 0.89396 -4.28899 -1.79784 -0.44 -0.43 -0.88 0.000
N 1.21618 -3.57250 -0.57886 -0.12 0.85 0.05 0.002
C 1.82523 -4.20888 0.45711 0.17 0.30 0.75 0.002
C 2.08719 -3.56785 1.62299 -0.11 0.04 -0.15 -0.001
C 1.68982 -2.20263 1.75770 0.19 -0.39 0.19 0.002
N 1.08203 -1.60545 0.71507 -0.31 0.43 -0.13 0.000
C 0.87545 -2.27268 -0.42641 0.97 -1.57 0.95 0.013
O 0.34530 -1.57847 -1.34038 -0.79 -0.01 -1.47 0.006
N 1.93325 -1.50560 2.85349 -0.15 0.08 -0.13 0.005
H 1.66178 -5.02953 -2.01304 0.06 0.13 0.06 0.000
H 0.81541 -3.58718 -2.62587 0.08 -0.08 0.06 0.000
H -0.06159 -4.80232 -1.68185 0.00 0.05 0.03 0.000
H 2.09589 -5.24160 0.29228 -0.02 -0.05 -0.04 0.000
H 2.58247 -4.07657 2.43327 0.05 -0.07 0.05 0.000
H 2.37807 -1.93425 3.65294 -0.04 0.06 -0.03 0.000
H 1.64270 -0.53974 2.92339 0.06 -0.15 0.09 0.001
Br -1.97891 -5.08279 1.55616 0.04 -0.21 0.15 0.000
C -3.69449 -4.30455 1.71221 0.25 0.25 -0.19 0.000
C -4.61946 -4.86748 2.58015 0.14 -0.02 -0.07 0.000
C -5.86719 -4.28661 2.73299 0.02 0.17 -0.14 0.000
C -6.20063 -3.15828 1.99759 0.10 -0.09 -0.01 0.000
C -5.28637 -2.60477 1.11135 0.01 0.20 -0.13 0.000
C -4.02989 -3.16876 0.97998 0.31 0.00 0.11 -0.001
I -2.61320 -2.31034 -0.38806 -0.59 -0.46 0.01 -0.006
H -4.35860 -5.75784 3.13166 0.05 -0.04 0.04 0.000
H -6.57536 -4.71663 3.42476 -0.05 -0.05 0.01 0.000
H -7.17494 -2.70678 2.10233 -0.08 0.02 -0.01 0.000
H -5.56519 -1.74721 0.51909 -0.02 0.09 -0.04 0.000
N 10.30810 1.28383 -1.74019 0.71 -0.03 -0.03 0.000
C 9.16736 1.33668 -1.71834 0.00 0.00 -0.03 0.000
C 7.75091 1.38969 -1.66541 -0.72 0.02 0.04 -0.001
C 7.10902 2.59648 -1.38276 -0.07 -0.23 -0.09 0.000
C 5.73048 2.63280 -1.28938 -0.33 -0.18 0.07 -0.001
C 4.99025 1.46480 -1.46680 1.34 -0.13 -0.07 0.000
C 5.62772 0.26633 -1.78604 -0.27 0.21 0.07 -0.001
C 7.00556 0.22901 -1.88319 0.00 0.20 0.09 0.000
N 3.58081 1.49704 -1.31659 -0.95 -0.47 0.35 -0.003
C 2.75181 2.48233 -1.77812 -0.87 0.18 -0.11 0.000
C 1.48246 2.11190 -1.44843 0.24 1.19 -0.49 0.003
N 1.52281 0.92080 -0.77766 0.27 0.04 0.10 -0.007
C 2.81044 0.58078 -0.71481 0.84 -0.26 0.02 0.003
H 7.68746 3.49437 -1.22854 0.05 0.04 0.01 0.000
H 5.23666 3.56213 -1.05037 -0.05 0.11 0.06 0.000
H 5.05133 -0.62492 -1.98860 -0.05 -0.08 -0.01 0.000
H 7.50956 -0.69229 -2.12817 0.05 -0.07 -0.03 0.000
H 3.10368 3.33715 -2.32250 0.12 0.07 -0.07 0.000
H 0.56344 2.63523 -1.64479 -0.01 -0.02 -0.02 0.000
H 3.20139 -0.29735 -0.23264 0.08 0.01 0.00 0.000
```
Positions in Å, forces in eV/Å.

The value obtained for the gap between HOMO and LUMO (spin up / spin down) is 5.2 / 6.1 eV. For the HOMO energy (spin up / spin down), the calculation gives -15.992 / -15.994 eV. Its total charge is +3. As for the largest force on an atom: 2.25 eV Å⁻¹. The value obtained for the energy above the lowest of the compared OMol25 structures with the same formula, charge and spin is 37.7 kcal/mol. Its multiplicity is 3. The calculated total energy comes out at -5834.40474 a.u. The value obtained for the lowest unoccupied orbital energy (spin up / spin down) is -10.79 / -9.86 eV.

[3]
# C3H2F3O3S

A 2-piece molecular cluster, C3H2F3O3S overall in a non-equilibrium geometry (ωB97M-V with the def2-TZVPD basis set, OMol25).

```
12
Properties=species:S:1:pos:R:3:forces:R:3:nbo_charge:R:1
C -1.26966 -0.18196 0.49602 0.84 0.03 -0.03 -0.054
C -2.42728 0.05879 0.25690 0.49 -0.56 -0.20 -0.293
C -3.82842 0.23241 0.00696 -2.10 0.43 1.58 0.950
O 1.49959 -0.79784 0.67000 0.53 1.26 -0.06 -1.043
O 1.31056 1.64260 0.65525 1.08 -0.15 -0.19 -0.996
O 3.48402 0.47005 -0.01268 -1.03 0.78 0.17 -0.984
F -4.46889 0.61717 1.21887 0.81 0.06 -1.33 -0.360
F -4.56577 -0.82542 -0.36726 0.67 -1.08 0.06 -0.324
F -4.15504 1.12949 -0.92524 0.54 0.92 0.06 -0.316
S 2.03036 0.49585 0.11358 -1.53 -2.38 -1.79 2.236
H -0.13165 -0.37876 0.65171 -1.54 0.01 -0.06 0.314
H 1.45078 0.33071 -1.26088 1.25 0.68 1.79 -0.129
```
Positions in Å, forces in eV/Å.

The value obtained for the gap between HOMO and LUMO is 9.6 eV. For the HOMO energy, the calculation gives -6.019 eV. Its total charge is -1. As for the largest force on an atom: 3.35 eV Å⁻¹. The value obtained for the energy above the lowest of the compared OMol25 structures with the same formula, charge and spin is 40.3 kcal/mol. The calculated total energy comes out at -1039.02485 a.u. The value obtained for the lowest unoccupied orbital energy is 3.53 eV.

[4]
# C2H2ClNO2

C2H2ClNO2 as an isolated structure in a non-equilibrium geometry (ωB97M-V with the def2-TZVPD basis set, OMol25).

```
8
Properties=species:S:1:pos:R:3:forces:R:3:nbo_charge:R:1
C 0.14342 1.12067 -0.36308 -2.27 -0.46 -1.23 0.402
C -0.45093 -0.14714 0.30164 2.06 0.38 -0.31 -0.246
N 0.51412 -1.59323 -0.30855 -2.12 1.02 -1.10 0.068
O 1.08121 1.71601 0.07309 -0.36 -0.29 -0.41 -0.464
O 1.50342 -1.72192 0.28269 2.13 -0.47 1.02 -0.212
Cl -2.04773 -0.46106 0.01741 -1.57 -0.13 -0.51 0.107
H -0.58022 1.42081 -1.31271 1.94 -0.32 1.83 0.117
H -0.16330 -0.33414 1.30952 0.20 0.26 0.72 0.229
```
Positions in Å, forces in eV/Å.

The value obtained for the gap between HOMO and LUMO (spin up / spin down) is 8.4 / 8.8 eV. For the HOMO energy (spin up / spin down), the calculation gives -8.322 / -10.842 eV. As for the largest force on an atom: 2.68 eV Å⁻¹. The value obtained for the energy above the lowest of the compared OMol25 structures with the same formula, charge and spin is 10.1 kcal/mol. Its multiplicity is 3. The calculated total energy comes out at -742.66789 a.u. The value obtained for the lowest unoccupied orbital energy (spin up / spin down) is 0.06 / -2.00 eV.